[1]
{"formula": "C4H10Br2MnN2SSe3Te", "method": "ωB97M-V/def2-TZVPD", "charge": 1, "relative_energy_ev": 0.325, "spin_multiplicity": 5, "molar_mass_da": 697.431, "orbital_gap_ev": [6.42, 5.76], "e_tot_ha": -14437.258244, "elements": ["Mn", "Se", "Se", "Te", "Se", "Br", "C", "Br", "H", "H", "C", "N", "C", "S", "N", "C", "H", "H", "H", "H", "H", "H", "H", "H"], "xyz": [[-0.543638, 0.068618, -0.091904], [0.059734, 2.252074, 0.729835], [-1.448505, 3.913813, 0.125581], [-3.150161, 2.813651, -1.279093], [-2.216698, 0.613378, -1.798666], [1.996008, -0.315943, -0.295341], [2.425981, -2.226760, -0.185121], [1.774099, -3.195620, -1.692681], [1.979917, -2.597130, 0.728695], [3.506830, -2.275227, -0.162301], [-4.643862, -2.633170, -1.286171], [-3.275169, -2.472325, -0.797079], [-2.803680, -2.450606, 0.437899], [-1.121214, -2.068607, 0.685228], [-3.498904, -2.761869, 1.523815], [-4.839361, -3.333420, 1.650164], [-4.682052, -2.215272, -2.288385], [-5.344278, -2.077661, -0.671518], [-4.935388, -3.680194, -1.336811], [-2.571813, -2.308714, -1.497474], [-2.991337, -2.610324, 2.380286], [-4.976744, -4.163167, 0.962840], [-5.616397, -2.588150, 1.497212], [-4.934869, -3.719973, 2.660689]], "forces_ev_per_angstrom": [[-0.021, 0.019, 0.078], [-0.107, 0.001, -0.171], [0.003, -0.157, -0.030], [0.091, 0.044, 0.050], [0.038, -0.049, 0.155], [-0.050, -0.072, 0.165], [-0.106, 0.065, -0.079], [0.021, -0.012, 0.044], [-0.047, -0.026, -0.028], [0.011, 0.029, -0.006], [-0.008, 0.034, 0.014], [-0.085, -0.160, 0.020], [0.037, 0.027, 0.005], [0.200, 0.145, -0.182], [-0.102, 0.098, -0.048], [-0.004, -0.041, -0.002], [0.033, 0.011, 0.001], [-0.002, 0.010, 0.020], [-0.007, 0.000, 0.006], [0.039, 0.028, -0.005], [0.022, -0.001, 0.010], [0.014, 0.004, -0.023], [-0.001, 0.005, 0.005], [0.029, 0.000, 0.002]]}

[2]
{"formula": "C9H13N3O", "method": "ωB97M-V/def2-TZVPD", "charge": 2, "relative_energy_ev": 3.519, "molar_mass_da": 179.223, "orbital_gap_ev": [8.52, 7.43], "e_tot_ha": -589.482175, "elements": ["C", "C", "C", "C", "C", "C", "C", "C", "C", "N", "N", "N", "O", "H", "H", "H", "H", "H", "H", "H", "H", "H", "H", "H", "H", "H"], "xyz": [[3.156785, 1.268399, 0.476059], [3.378550, -0.128226, 0.646793], [1.970420, 1.639385, -0.099027], [2.483821, -1.065264, 0.331790], [1.059373, 0.712512, -0.509939], [1.342334, -0.673196, -0.317527], [-0.837018, -1.907238, -0.721577], [-1.751112, 0.305090, 0.061143], [-3.912913, 0.885776, -0.828947], [-1.860304, -1.126669, -0.347790], [0.443412, -1.705029, -0.813823], [-1.100666, 0.613435, 1.338292], [-2.874272, 1.078448, -0.057463], [3.957642, 1.977524, 0.852816], [4.280663, -0.266923, 1.179787], [1.849226, 2.611043, -0.504881], [2.799923, -2.077146, 0.562808], [-1.252365, -2.830294, -1.125316], [-4.743258, 1.640232, -0.782819], [-4.012872, -0.011320, -1.549345], [0.243391, 0.995882, -1.194132], [-2.800235, -1.481901, -0.219271], [0.839566, -2.546473, -1.122096], [-1.772439, 0.705379, 2.106123], [-0.529408, 1.501416, 1.138999], [-0.358242, -0.114842, 1.499350]], "forces_ev_per_angstrom": [[1.202, -1.026, 1.001], [1.272, 4.347, 1.278], [0.576, 0.791, -0.657], [-0.022, -1.907, -0.380], [-0.508, -2.415, -1.510], [-1.681, 1.173, -0.285], [-2.147, 0.101, -0.752], [-0.768, -1.271, -1.510], [-0.416, -0.592, -0.594], [0.812, 3.530, 1.574], [-0.848, 1.081, 0.964], [1.156, 0.513, -0.868], [-0.348, -1.447, -0.570], [-1.262, -0.819, -0.827], [0.826, -1.154, 0.260], [-0.268, 1.127, 0.289], [-0.613, -0.251, -0.278], [0.653, -0.267, 0.239], [1.263, -0.656, 0.135], [0.526, 1.535, 1.335], [0.472, -0.133, 0.528], [0.085, -0.827, -0.303], [1.429, -1.152, -0.643], [0.326, 0.090, 0.450], [-0.884, -1.136, 0.884], [-0.834, 0.765, 0.239]]}

[3]
{"formula": "C23H33N2O2", "method": "ωB97M-V/def2-TZVPD", "charge": 1, "relative_energy_ev": 24.950, "molar_mass_da": 369.529, "orbital_gap_ev": 7.60, "e_tot_ha": -1155.077604, "elements": ["C", "C", "N", "C", "H", "H", "C", "N", "C", "H", "H", "C", "H", "H", "C", "H", "H", "C", "C", "O", "C", "C", "C", "C", "C", "C", "C", "C", "H", "H", "H", "H", "H", "H", "H", "C", "C", "C", "C", "C", "C", "H", "H", "H", "H", "H", "H", "H", "H", "H", "O", "H", "H", "H", "H", "H", "H", "H", "H", "H"], "xyz": [[0.513542, -3.066821, 1.906713], [1.581363, -1.902944, 1.546965], [1.620334, -1.636986, -0.010388], [2.488456, -0.532342, -0.270328], [2.372839, 0.319199, 0.515056], [3.558749, -0.902248, -0.100687], [2.113661, -0.383837, -1.637995], [1.889814, -1.298911, -2.590852], [2.588872, -2.527929, -2.224668], [2.207417, -3.323658, -2.788349], [3.527829, -2.391912, -2.510036], [2.335735, -2.974281, -0.835234], [3.265675, -3.234029, -0.065833], [1.411492, -3.742766, -0.740219], [0.618697, -1.368568, -3.194655], [0.265948, -0.619462, -3.667813], [0.574048, -2.225141, -3.779130], [-0.807556, -1.847261, -2.312376], [-1.452872, -0.451899, -1.720764], [-0.697568, -0.251751, -0.586975], [-1.198916, 0.713960, 0.340098], [-1.746959, 1.868343, -0.325557], [-0.995691, 2.545965, -1.387373], [-1.350975, 3.660689, -1.860149], [-2.134501, 4.686887, -1.506449], [-3.057428, 4.098379, -0.250012], [-2.675996, 2.777210, 0.489364], [-3.557255, 2.341338, 1.316015], [-4.282458, 2.895446, 1.814986], [-2.943391, 2.032403, 2.372544], [-4.062991, 1.421661, 1.089781], [-3.706050, 4.642670, 0.164190], [-2.582666, 5.515724, -1.745167], [-0.588028, 4.180566, -2.530645], [-0.064706, 1.975775, -1.634205], [-0.524432, 0.917934, 1.398014], [0.797795, 1.862570, 1.508952], [1.252993, 1.762220, 2.678550], [1.160046, 1.224228, 3.788694], [0.033341, 0.261102, 3.750266], [-0.865011, 0.184464, 2.877729], [-1.705470, -0.680491, 2.749416], [-0.126708, -0.215320, 4.825657], [1.826718, 1.324050, 4.838313], [2.413487, 2.548741, 2.522589], [0.829690, 2.421753, 0.726732], [-2.272404, 0.215090, 0.795246], [-1.671387, 0.309715, -2.156991], [-2.351776, -0.819221, -1.335449], [-1.502305, -2.223572, -3.194939], [-0.486062, -2.762190, -1.505260], [-1.308360, -3.180681, -1.241043], [1.317758, 0.735279, -1.817360], [2.961506, 0.256322, -2.100341], [0.593975, -1.588150, -0.173693], [1.203105, -1.159353, 1.940621], [2.733817, -2.331540, 1.880594], [0.857728, -4.148208, 1.506231], [0.475083, -3.087224, 2.881311], [-0.671591, -2.820990, 1.576310]], "forces_ev_per_angstrom": [[-0.521, -0.490, -6.946], [4.443, -11.156, -4.695], [0.961, -5.005, 4.736], [0.718, -0.438, 2.771], [-0.220, -1.181, -1.945], [-1.306, 0.351, -0.363], [1.858, 13.025, -3.891], [-1.416, -3.433, -0.611], [-3.626, 0.125, 0.036], [-0.456, -1.056, -1.348], [4.492, 0.397, -0.562], [-2.091, -0.185, 5.277], [-2.425, 0.542, -2.352], [2.714, 1.619, -0.267], [-1.494, -6.470, 4.906], [-1.496, 5.739, -3.362], [0.639, -1.283, -1.789], [-0.228, 7.827, -8.093], [2.447, -12.073, 5.356], [2.267, 0.884, 1.689], [-10.052, -4.720, -7.154], [0.042, 6.767, 0.354], [0.503, -9.003, 5.383], [3.179, 9.022, -5.993], [-4.950, -7.832, 8.817], [9.803, -5.744, -4.322], [5.017, 5.383, -12.994], [-3.077, -5.572, 10.533], [-1.255, 1.946, -0.001], [-1.311, 0.236, -2.181], [-0.109, -0.761, -0.431], [-5.290, 4.316, 3.243], [-1.093, 4.736, -2.458], [-0.496, -1.478, -0.212], [-0.991, 0.867, -0.512], [9.657, 2.556, 13.624], [-11.112, -7.998, -2.051], [11.396, 8.726, -1.600], [-1.939, -5.984, 8.764], [4.670, 0.948, 9.825], [-4.403, -1.193, -10.917], [1.813, 2.483, 0.711], [0.171, 0.461, -2.419], [-1.899, -0.161, -3.506], [-2.861, -1.770, 1.156], [1.461, 3.742, -4.475], [2.073, 0.519, -1.166], [-1.635, 8.649, -6.411], [-2.410, -0.567, 0.528], [1.064, 0.860, 1.581], [0.410, -4.188, 4.526], [-0.036, -0.701, 0.644], [1.795, -3.935, 0.821], [-0.315, -0.505, 0.837], [0.683, 0.747, -0.980], [-2.647, 7.912, 3.970], [-3.437, 1.798, -0.740], [-0.986, 2.595, 0.859], [-0.129, -0.359, 5.349], [3.435, -0.536, 0.453]]}

Which value of charge does entry 2 give?
+2